7
Properties=species:S:1:pos:R:3 method="wB97M-V/def2-TZVPD" e_homo_ev="-10.64 / -10.61" homo_lumo_gap_ev="7.458 / 7.401"
C 2.893 -0.402 0.303
C -0.484 -0.644 0.538
C 0.495 -1.293 1.087
N 3.894 0.061 0.020
Cl -2.159 -1.013 0.920
Br 0.811 -2.631 2.256
H -0.364 0.151 -0.177

=====

16
Properties=species:S:1:pos:R:3 method="wB97M-V/def2-TZVPD" e_homo_ev=-11.41 smiles=CC.CC homo_lumo_gap_ev=12.560
C -1.039 1.442 0.167
C -1.671 2.613 -0.581
H -1.742 0.769 0.683
H -0.593 0.622 -0.390
H -0.328 1.836 0.893
H -1.126 2.757 -1.513
H -1.627 3.545 -0.015
H -2.743 2.450 -0.689
C 0.633 -1.787 0.355
C 2.067 -2.239 0.011
H 0.596 -1.455 1.393
H 0.352 -0.920 -0.227
H -0.025 -2.636 0.165
H 2.041 -2.790 -0.929
H 2.470 -2.809 0.849
H 2.735 -1.398 -0.173

=====

71
Properties=species:S:1:pos:R:3 method="wB97M-V/def2-TZVPD" e_homo_ev=-8.21 smiles="O=C1OC(=O)C(CCCCl)=C1CCCF.CCN(CC)CC.CCN(CC)CC" homo_lumo_gap_ev=6.663
O 8.240 0.145 1.016
C 7.142 0.597 0.366
O 6.395 1.859 0.580
C 5.135 1.960 -0.196
O 4.186 2.925 -0.180
C 5.210 0.575 -1.117
C 3.959 0.373 -2.157
C 2.622 0.073 -1.258
C 2.015 -1.443 -1.394
Cl 3.266 -2.761 -1.768
C 6.413 -0.254 -0.830
C 6.805 -1.654 -1.589
C 6.582 -3.013 -0.698
C 6.817 -4.294 -1.723
F 6.040 -4.176 -2.998
H 3.785 1.434 -2.675
H 4.153 -0.379 -3.033
H 1.791 0.843 -1.613
H 2.882 0.310 -0.142
H 1.561 -1.714 -0.323
H 1.075 -1.473 -2.128
H 6.240 -1.651 -2.626
H 7.972 -1.609 -1.837
H 7.428 -3.102 0.134
H 5.561 -3.051 -0.121
H 6.515 -5.334 -1.246
H 7.953 -4.269 -2.036
C 0.146 3.497 0.102
C -0.856 2.582 0.801
N -0.231 1.623 1.715
C -1.132 0.546 2.134
C -2.359 0.932 2.953
C 0.606 2.185 2.776
C -0.027 3.207 3.716
H 0.930 2.919 -0.399
H -0.366 4.096 -0.660
H 0.619 4.193 0.801
H -1.381 2.029 0.012
H -1.609 3.195 1.307
H -0.563 -0.211 2.688
H -1.480 0.025 1.231
H -2.093 1.208 3.975
H -3.036 0.073 3.023
H -2.922 1.752 2.499
H 1.480 2.656 2.307
H 1.034 1.372 3.377
H -0.575 3.986 3.180
H 0.758 3.705 4.295
H -0.700 2.737 4.432
C -5.666 1.555 -0.041
C -6.361 0.208 -0.217
N -5.864 -0.560 -1.361
C -6.729 -1.684 -1.728
C -6.897 -2.806 -0.709
C -4.429 -0.844 -1.382
C -3.831 -1.574 -0.183
H -5.701 2.144 -0.964
H -6.167 2.133 0.744
H -4.619 1.438 0.258
H -7.427 0.421 -0.369
H -6.285 -0.359 0.716
H -6.383 -2.117 -2.676
H -7.727 -1.284 -1.955
H -6.000 -3.424 -0.637
H -7.711 -3.467 -1.025
H -7.152 -2.431 0.285
H -3.894 0.108 -1.496
H -4.177 -1.401 -2.294
H -4.142 -1.138 0.771
H -2.738 -1.511 -0.224
H -4.088 -2.633 -0.183

=====

99
Properties=species:S:1:pos:R:3 method="wB97M-V/def2-TZVPD" e_homo_ev="-3.59 / -3.59" charge=-1 homo_lumo_gap_ev="5.787 / 5.787"
Mo -0.346 0.150 -0.492
C -0.206 4.731 6.562
C -0.714 3.833 5.467
C 0.144 3.326 4.498
C -0.318 2.504 3.480
C -1.667 2.185 3.438
C -2.546 2.680 4.391
C -2.064 3.498 5.400
S -2.285 1.059 2.209
O -1.874 -0.266 2.591
O -3.702 1.309 2.111
N -1.510 1.457 0.851
C -1.756 2.729 0.348
C -2.608 3.685 0.863
C -2.673 4.974 0.308
C -1.916 5.338 -0.769
C -1.063 4.377 -1.356
C -0.268 4.665 -2.491
C 0.514 3.685 -3.020
C 0.499 2.406 -2.434
N -0.232 2.090 -1.379
C -1.004 3.082 -0.810
H 0.875 4.849 6.502
H -0.445 4.325 7.547
H -0.656 5.723 6.501
H 1.199 3.573 4.536
H 0.355 2.108 2.731
H -3.595 2.428 4.328
H -2.748 3.886 6.147
H -3.251 3.453 1.698
H -3.347 5.691 0.760
H -1.962 6.334 -1.189
H -0.298 5.660 -2.918
H 1.141 3.847 -3.886
H 1.087 1.608 -2.863
N -2.626 -2.553 -0.154
C -1.554 -2.552 0.700
N -1.389 -3.420 1.667
N -0.274 -2.959 2.345
N 0.192 -1.880 1.629
N -0.577 -1.623 0.569
C -3.070 -1.434 -0.860
N -4.227 -1.448 -1.490
N -4.296 -0.223 -2.062
N -3.242 0.459 -1.792
N -2.411 -0.292 -1.032
H -3.364 -3.192 0.097
C 0.600 -5.721 0.824
C 1.305 -4.495 1.291
C 0.951 -3.787 2.585
C 2.027 -2.678 2.750
C 2.754 -2.492 4.047
C 1.551 -1.560 1.849
C 2.637 -2.562 1.383
C 4.039 -2.073 1.142
C 2.161 -3.739 0.610
C 1.798 -0.064 1.936
O 2.741 0.347 2.604
O 0.987 0.655 1.261
H 0.678 -6.523 1.563
H 1.018 -6.073 -0.117
H -0.462 -5.520 0.677
H 0.784 -4.408 3.464
H 3.373 -3.365 4.266
H 2.046 -2.359 4.868
H 3.380 -1.603 4.001
H 4.220 -1.109 1.611
H 4.210 -1.969 0.069
H 4.759 -2.797 1.532
H 2.477 -3.922 -0.409
Cl 4.556 0.108 -6.524
C 3.779 -0.024 -4.959
C 3.054 -1.161 -4.647
C 2.431 -1.255 -3.412
C 2.502 -0.230 -2.461
C 1.839 -0.312 -1.137
C 3.283 0.883 -2.806
C 3.909 1.000 -4.037
H 2.985 -1.970 -5.362
H 1.899 -2.165 -3.162
H 2.421 0.281 -0.435
H 1.846 -1.358 -0.821
H 3.392 1.681 -2.081
H 4.500 1.873 -4.277
C -3.011 -1.799 -4.975
N -1.817 -1.915 -4.164
C -1.457 -3.111 -3.436
C -0.429 -2.570 -2.449
O 0.288 -3.266 -1.766
N -0.443 -1.181 -2.509
C -1.239 -0.870 -3.533
N -1.454 0.389 -3.948
H -3.191 -2.757 -5.458
H -2.861 -1.062 -5.764
H -3.880 -1.525 -4.369
H -1.009 -3.871 -4.078
H -2.302 -3.535 -2.884
H -1.188 1.097 -3.274
H -2.360 0.574 -4.350

=====

55
Properties=species:S:1:pos:R:3 method="wB97M-V/def2-TZVPD" e_homo_ev=-11.85 charge=+1 smiles=CC[N@H+](CC#CC[C@@](O)(c1ccccc1)C1CCCC1)C(C)C homo_lumo_gap_ev=9.509
C 1.358 -3.135 2.929
C 0.734 -2.475 1.711
N 1.298 -3.003 0.438
C 2.607 -2.327 0.164
C 2.359 -0.956 -0.225
C 2.048 0.154 -0.558
C 1.556 1.445 -0.959
C 0.043 1.521 -0.616
O -0.572 0.418 -1.269
C -0.147 1.420 0.893
C -0.990 0.459 1.434
C -1.180 0.369 2.803
C -0.528 1.243 3.653
C 0.311 2.210 3.123
C 0.499 2.299 1.756
C -0.540 2.861 -1.115
C -1.982 3.090 -0.625
C -2.625 3.914 -1.735
C -2.069 3.274 -3.004
C -0.606 2.966 -2.657
C 0.323 -2.894 -0.711
C 1.011 -3.152 -2.046
C -0.797 -3.908 -0.517
H 2.424 -2.942 3.008
H 0.889 -2.734 3.823
H 1.194 -4.211 2.920
H -0.340 -2.653 1.724
H 0.892 -1.394 1.717
H 1.485 -4.004 0.571
H 3.212 -2.363 1.074
H 3.140 -2.864 -0.624
H 2.104 2.235 -0.449
H 1.686 1.560 -2.036
H -1.432 0.711 -1.594
H -1.510 -0.222 0.775
H -1.849 -0.379 3.203
H -0.678 1.180 4.719
H 0.816 2.903 3.777
H 1.144 3.072 1.368
H 0.091 3.660 -0.723
H -2.006 3.589 0.342
H -2.513 2.139 -0.518
H -3.713 3.894 -1.694
H -2.297 4.951 -1.665
H -2.154 3.925 -3.871
H -2.615 2.353 -3.223
H 0.040 3.772 -3.001
H -0.275 2.047 -3.143
H -0.060 -1.869 -0.701
H 0.251 -3.192 -2.821
H 1.694 -2.351 -2.310
H 1.535 -4.105 -2.049
H -0.408 -4.925 -0.550
H -1.346 -3.776 0.411
H -1.513 -3.803 -1.328

=====

Quick rundown of maximum force, same order as above: 4.87; 1.32; 9.85; 2.99; 0.90 eV Å⁻¹